[1]
The following is a DFT calculation (ωB97M-V with the def2-TZVPD basis set) of a 9-piece molecular cluster, C33H56O27 overall in a non-equilibrium geometry.

Cartesian coordinates (Å):
C 20.22 25.20 -14.41
C 19.27 25.64 -13.29
O 18.59 24.36 -13.16
C 18.78 23.60 -14.24
O 18.26 22.54 -14.43
O 19.58 24.17 -15.10
H 21.20 25.05 -13.97
H 20.39 25.98 -15.16
H 18.56 26.45 -13.47
H 19.92 25.93 -12.46
C 22.21 17.09 -10.48
C 21.35 18.31 -10.02
C 20.95 18.31 -8.51
O 21.50 19.53 -8.03
C 22.06 20.28 -9.08
O 22.53 21.33 -8.99
O 22.12 19.50 -10.13
H 21.71 16.13 -10.61
H 22.91 16.97 -9.66
H 22.80 17.29 -11.38
H 20.53 18.41 -10.73
H 21.40 17.46 -8.01
H 19.91 18.37 -8.18
C 14.75 17.59 -13.83
C 15.90 17.99 -12.95
C 16.72 16.93 -12.28
O 17.92 17.10 -13.01
C 17.99 18.31 -13.64
O 18.92 18.89 -14.05
O 16.75 18.77 -13.75
H 14.40 18.54 -14.22
H 13.96 17.06 -13.30
H 15.11 16.97 -14.65
H 15.52 18.65 -12.17
H 16.28 15.94 -12.42
H 16.83 17.09 -11.21
C 20.06 23.91 -5.61
C 20.35 23.50 -7.03
C 19.17 22.92 -7.75
O 19.10 23.59 -8.97
C 19.72 24.71 -8.94
O 19.52 25.57 -9.78
O 20.43 24.79 -7.75
H 20.97 24.18 -5.07
H 19.57 23.03 -5.21
H 19.33 24.72 -5.65
H 21.19 22.80 -6.98
H 18.25 22.87 -7.17
H 19.41 21.88 -7.99
C 15.94 24.26 -9.33
C 16.45 24.82 -10.63
C 15.57 24.77 -11.78
O 15.84 26.04 -12.36
C 16.47 26.84 -11.58
O 16.81 28.00 -11.86
O 16.61 26.21 -10.43
H 15.92 23.19 -9.52
H 14.94 24.67 -9.15
H 16.59 24.46 -8.48
H 17.36 24.28 -10.89
H 14.51 24.67 -11.52
H 16.00 23.92 -12.31
C 17.77 21.00 -11.10
O 16.84 20.71 -10.09
C 17.13 19.91 -9.16
O 18.20 19.32 -9.00
O 16.11 19.87 -8.31
C 16.32 19.62 -6.93
H 17.95 20.07 -11.65
H 18.70 21.39 -10.70
H 17.32 21.76 -11.74
H 15.49 19.91 -6.27
H 17.10 20.25 -6.50
H 16.51 18.56 -6.77
C 15.93 18.60 -3.24
O 16.80 19.26 -4.08
C 18.16 19.18 -3.84
O 18.68 18.63 -2.83
O 18.81 19.75 -4.85
C 20.20 19.90 -4.88
H 15.14 18.15 -3.85
H 15.47 19.35 -2.61
H 16.34 17.80 -2.62
H 20.66 18.94 -5.14
H 20.65 20.24 -3.95
H 20.38 20.58 -5.71
C 13.97 12.35 -11.54
C 15.43 12.63 -11.16
O 15.35 13.78 -10.37
C 16.23 13.99 -9.37
O 16.96 13.11 -8.86
O 16.29 15.27 -9.05
C 17.24 15.71 -8.15
H 13.53 12.95 -12.34
H 13.29 12.32 -10.69
H 13.96 11.36 -12.00
H 15.98 12.82 -12.09
H 15.91 11.84 -10.58
H 17.00 15.42 -7.13
H 17.15 16.79 -8.28
H 18.25 15.44 -8.48
C 12.42 19.54 -7.12
C 11.94 18.24 -6.56
O 13.11 17.72 -5.96
C 13.02 16.53 -5.38
O 12.02 15.81 -5.44
O 14.28 16.19 -4.88
C 14.58 15.01 -4.18
H 13.28 19.48 -7.79
H 12.81 20.17 -6.32
H 11.61 20.02 -7.67
H 11.42 17.58 -7.25
H 11.30 18.39 -5.69
H 15.54 15.23 -3.72
H 14.79 14.14 -4.80
H 13.93 14.82 -3.33

Its total charge is -1. For the HOMO energy (spin up / spin down), the calculation gives 0.403 / -8.787 eV. As for the spin multiplicity: 2. The calculation puts the total energy at -90409.17688 eV. The calculation puts the LUMO energy (spin up / spin down) at 2.20 / 2.17 eV.

[2]
The following is a DFT calculation (ωB97M-V with the def2-TZVPD basis set) of C18H19NO3 in the gas phase.

Cartesian coordinates (Å):
C -2.80 -1.37 2.75
C -2.30 -1.96 1.44
C -1.63 -0.90 0.54
C -1.10 -1.60 -0.70
O -1.70 -2.47 -1.29
N 0.15 -1.25 -1.12
C 1.01 -0.22 -0.68
C 0.53 1.08 -0.56
C 1.38 2.09 -0.14
C 2.70 1.80 0.13
C 3.20 0.50 0.01
C 4.63 0.29 0.33
O 5.14 -0.74 0.71
O 5.36 1.40 0.17
C 2.35 -0.54 -0.39
C 2.80 -1.95 -0.56
C -2.63 0.16 0.16
C -2.58 1.42 0.75
C -3.51 2.39 0.43
C -4.51 2.11 -0.49
C -4.57 0.86 -1.08
C -3.64 -0.11 -0.75
H -3.24 -2.15 3.36
H -1.98 -0.92 3.31
H -3.55 -0.61 2.56
H -1.56 -2.75 1.65
H -3.12 -2.42 0.89
H -0.80 -0.44 1.09
H 0.52 -1.85 -1.84
H -0.49 1.29 -0.82
H 1.01 3.10 -0.05
H 3.37 2.59 0.45
H 6.28 1.22 0.41
H 2.87 -2.20 -1.63
H 2.08 -2.63 -0.11
H 3.77 -2.11 -0.11
H -1.80 1.64 1.47
H -3.46 3.36 0.89
H -5.24 2.87 -0.74
H -5.35 0.64 -1.79
H -3.69 -1.08 -1.21

For the HOMO energy, the calculation gives -8.987 eV. The calculation puts the total energy at -26608.47914 eV. The value obtained for the energy relative to the best compared isomer or geometry (same formula, charge and spin) is 0.0 kcal/mol. Its structure (SMILES) is CC[C@@H](C(=O)Nc1cccc(C(=O)O)c1C)c1ccccc1. The calculation puts the LUMO energy at 0.34 eV.

[3]
The following is a DFT calculation (ωB97M-V with the def2-TZVPD basis set) of C5H6ClP in the gas phase in a non-equilibrium geometry.

Cartesian coordinates (Å):
C 0.93 -1.78 0.18
C 0.27 -0.79 -0.39
C 0.43 0.61 -0.08
C -0.61 1.46 0.06
C -1.98 1.09 0.03
P -2.57 -0.49 0.08
Cl -4.55 -0.16 -0.03
H 0.77 -2.81 -0.09
H 1.65 -1.61 0.97
H -0.48 -1.01 -1.14
H 1.44 0.99 0.03
H -0.40 2.51 0.24
H -2.70 1.91 0.02

For the HOMO energy, the calculation gives -8.306 eV. The calculation puts the total energy at -27092.08077 eV. The value obtained for the energy relative to the best compared isomer or geometry (same formula, charge and spin) is 0.2 kcal/mol. Its structure (SMILES) is C=C/C=C\C=P\Cl. The calculation puts the LUMO energy at -0.53 eV.

[4]
The following is a DFT calculation (ωB97M-V with the def2-TZVPD basis set) of C2H4INS as an isolated structure in a non-equilibrium geometry.

Cartesian coordinates (Å):
C 0.67 0.78 -0.17
C 1.27 -0.27 0.38
N -1.59 -0.63 -0.69
S -1.25 -1.75 0.15
I -2.97 0.97 0.10
H 0.71 1.88 0.10
H -0.15 0.52 -0.86
H 1.16 -1.30 -0.08
H 2.15 -0.20 1.07

For the HOMO energy (spin up / spin down), the calculation gives -8.511 / -8.512 eV. The calculation puts the total energy at -22560.81095 eV. The value obtained for the energy relative to the best compared isomer or geometry (same formula, charge and spin) is 80.6 kcal/mol. The calculation puts the LUMO energy (spin up / spin down) at -1.54 / -1.54 eV.

[5]
The following is a DFT calculation (ωB97M-V with the def2-TZVPD basis set) of C28H44GaN7OS2SbSi3 as an isolated structure.

Cartesian coordinates (Å):
Ga -1.02 -1.39 0.08
C 0.97 0.50 2.94
Sb 0.44 1.46 1.08
C -1.41 0.45 0.66
C -1.90 1.44 -0.36
C -3.01 1.34 -1.19
C -3.39 2.43 -1.96
C -2.67 3.62 -1.88
C -1.56 3.66 -1.05
N -1.20 2.59 -0.33
Si -2.60 0.85 2.18
C -2.55 -0.44 3.52
C -2.09 2.50 2.89
C -4.36 1.12 1.62
C 1.99 0.74 -0.24
C 2.17 -0.69 0.20
C 3.40 -1.14 0.66
C 3.68 -2.49 0.79
C 2.71 -3.40 0.43
C 1.47 -2.91 0.09
N 1.15 -1.60 0.04
Si 3.38 2.08 0.18
C 2.75 3.65 -0.62
C 3.51 2.39 2.03
C 5.14 1.74 -0.36
Si 1.86 0.71 -2.22
C 0.63 1.91 -2.94
C 3.52 0.99 -2.99
C 1.38 -0.99 -2.82
H 0.31 0.84 3.73
H 2.00 0.73 3.19
H 0.88 -0.57 2.78
H -3.61 0.43 -1.19
H -4.26 2.37 -2.59
H -2.95 4.49 -2.45
H -0.95 4.55 -0.95
H -1.60 -0.50 4.05
H -2.86 -1.43 3.19
H -3.28 -0.12 4.27
H -1.09 2.60 3.30
H -2.77 2.66 3.74
H -2.26 3.32 2.20
H -4.85 0.33 1.06
H -4.45 2.05 1.05
H -4.93 1.26 2.54
H 4.17 -0.41 0.88
H 4.66 -2.81 1.13
H 2.89 -4.47 0.43
H 0.69 -3.61 -0.16
H 1.68 3.83 -0.48
H 2.97 3.69 -1.68
H 3.27 4.48 -0.15
H 2.64 2.85 2.50
H 4.31 3.13 2.11
H 3.82 1.53 2.62
H 5.33 1.99 -1.40
H 5.52 0.73 -0.19
H 5.76 2.41 0.25
H 0.86 2.96 -2.77
H -0.40 1.72 -2.64
H 0.68 1.75 -4.03
H 3.85 2.03 -3.00
H 3.40 0.69 -4.04
H 4.32 0.37 -2.57
H 0.42 -1.34 -2.46
H 2.12 -1.76 -2.58
H 1.31 -0.93 -3.91
N -0.56 -3.02 3.26
C -1.11 -3.66 2.22
N -1.28 -3.14 1.01
C -1.79 -4.09 0.12
C -2.01 -5.30 0.67
S -1.57 -5.31 2.33
C -2.01 -3.65 -1.25
C -2.44 -4.36 -2.30
S -2.61 -3.36 -3.69
C -2.07 -2.00 -2.79
N -1.76 -2.29 -1.52
N -1.96 -0.79 -3.34
H -0.47 -2.02 3.25
H -0.51 -3.46 4.16
H -2.40 -6.19 0.19
H -2.68 -5.41 -2.35
H -2.21 -0.65 -4.31
H -1.74 0.02 -2.79
O -4.81 -2.36 0.09
N -4.01 -1.94 0.77

Its total charge is +3. For the HOMO energy (spin up / spin down), the calculation gives -16.248 / -16.209 eV. The calculation puts the total energy at -146423.21956 eV. The value obtained for the energy relative to the best compared isomer or geometry (same formula, charge and spin) is 51.4 kcal/mol. The calculation puts the LUMO energy (spin up / spin down) at -9.97 / -7.99 eV.

[6]
The following is a DFT calculation (ωB97M-V with the def2-TZVPD basis set) of a 2-piece molecular cluster, C2H8N4 overall in a non-equilibrium geometry.

Cartesian coordinates (Å):
H 0.24 -1.02 1.43
N 1.04 -0.38 1.41
C 0.53 0.73 1.84
N 1.32 1.77 2.23
H -0.43 1.08 1.43
H 2.25 1.54 2.57
H 0.92 2.55 2.71
H -2.01 -2.13 -0.74
N -1.99 -1.26 -1.27
C -0.79 -0.95 -1.60
N -0.41 -0.46 -2.80
H -0.01 -1.04 -0.83
H 0.45 0.03 -2.88
H -1.12 -0.43 -3.50

For the HOMO energy, the calculation gives -8.583 eV. The calculation puts the total energy at -8162.87533 eV. The value obtained for the energy relative to the best compared isomer or geometry (same formula, charge and spin) is 31.7 kcal/mol. Its structure (SMILES) is [H]/N=C/N.[H]/N=C/N. The calculation puts the LUMO energy at 0.98 eV.